*i*
C4H11N3 as an isolated structure, computed with ωB97M-V/def2-TZVPD.

```
18
C4H11N3 ωB97M-V/def2-TZVPD
C -2.68 -0.48 1.12
C -2.25 -0.63 -1.21
N -1.80 -0.59 -0.03
H -2.43 -1.28 1.82
H -3.74 -0.55 0.86
H -2.47 0.47 1.61
H -1.55 -0.71 -2.03
H -3.31 -0.53 -1.43
C 2.45 1.28 -0.79
C 2.16 0.30 0.31
N 0.02 -0.14 0.26
N 2.90 -0.56 0.85
H 1.09 0.49 0.84
H 0.25 -1.08 0.61
H 3.84 -0.57 0.44
H 2.14 2.29 -0.50
H 1.86 1.01 -1.67
H 3.51 1.28 -1.05
```

* lowest unoccupied orbital energy: 0.0300 hartree
* HOMO level: -8.101 eV
* Kohn-Sham gap: 8.92 eV

=====

*ii*
A 3-piece molecular cluster, C4H11N3 overall, computed with ωB97M-V/def2-TZVPD.

```
18
C4H11N3 ωB97M-V/def2-TZVPD
C -0.16 1.87 -1.29
C 1.76 -0.09 0.52
C -0.63 -0.21 1.07
C -1.14 -1.60 0.81
N 0.31 0.64 -1.89
N -0.69 0.58 -1.00
N 2.09 0.22 -0.70
H -1.61 0.24 -1.31
H 2.06 -0.58 -1.33
H 0.41 2.31 -0.48
H -0.72 2.56 -1.93
H 1.66 -1.12 0.86
H 1.92 0.66 1.29
H -1.40 0.55 1.15
H -0.04 -0.12 1.97
H -0.32 -2.31 0.66
H -1.78 -1.66 -0.07
H -1.73 -1.96 1.66
```

* lowest unoccupied orbital energy (spin up / spin down): 0.0184 / 0.0193 hartree
* HOMO level (spin up / spin down): -7.593 / -7.874 eV
* Kohn-Sham gap (spin up / spin down): 8.09 / 8.40 eV

=====

Here are the energies relative to the best structure, in kJ/mol: *i* 0.0; *ii* 132.4.

=====

*i*
C4H11N3 as an isolated structure, computed with ωB97M-V/def2-TZVPD.

```
18
C4H11N3 ωB97M-V/def2-TZVPD
C -2.23 0.51 -0.17
C -1.08 -0.34 0.47
C 0.33 -0.03 0.02
N 2.87 0.97 -0.46
C 2.57 -0.19 0.37
N 1.39 -0.73 0.68
N -3.13 -0.52 -0.79
H -3.26 -0.24 0.36
H -2.55 1.36 0.47
H -1.22 -1.40 0.25
H -1.01 -0.25 1.55
H 0.38 -0.07 -1.06
H 0.35 1.07 0.26
H 2.24 1.06 0.50
H 2.38 0.77 -1.33
H 3.43 -0.50 0.96
H -1.70 1.14 -0.94
H -4.08 -0.13 -0.78
```

* lowest unoccupied orbital energy: 0.0287 hartree
* HOMO level: -9.972 eV
* Kohn-Sham gap: 10.75 eV

=====

*ii*
An isolated molecule of C4H11N3, computed with ωB97M-V/def2-TZVPD.

```
18
C4H11N3 ωB97M-V/def2-TZVPD
H 2.14 1.12 1.32
N 1.89 1.92 0.75
C 0.62 2.07 0.74
N -0.32 1.05 0.71
C -0.43 0.52 -0.68
C -1.29 -0.74 -0.83
C -0.77 -1.93 0.03
N 0.51 -2.46 -0.47
H 0.12 3.04 0.63
H -1.20 1.24 1.15
H 0.58 0.29 -1.04
H -0.79 1.34 -1.33
H -2.21 -0.46 -0.31
H -1.34 -0.88 -1.91
H -0.72 -1.41 1.00
H -1.40 -2.83 0.04
H 1.15 -1.70 -0.24
H 0.49 -2.67 -1.46
```

* structure (SMILES): [H]/N=C\NCCCN
* lowest unoccupied orbital energy: 0.0351 hartree
* HOMO level: -9.170 eV
* Kohn-Sham gap: 10.13 eV

=====

*iii*
A 2-piece molecular cluster, C4H11N3 overall, computed with ωB97M-V/def2-TZVPD.

```
18
C4H11N3 ωB97M-V/def2-TZVPD
C -1.55 0.42 1.28
N -0.37 1.27 1.27
C -0.30 2.05 0.27
N -1.22 2.22 -0.75
H -1.58 -0.16 2.20
H -1.47 -0.34 0.49
H -2.49 0.97 1.15
H 0.55 2.72 0.18
H -0.82 2.69 -1.55
H -1.81 1.44 -0.99
C 1.98 -0.98 -0.93
C 1.39 -1.92 -0.19
N 0.51 -2.88 -0.68
H 1.74 -0.92 -1.99
H 2.64 -0.23 -0.53
H 1.59 -1.96 0.87
H -0.09 -2.59 -1.43
H 0.04 -3.43 0.01
```

* structure (SMILES): C/N=C\N.C=CN
* lowest unoccupied orbital energy: 0.0306 hartree
* HOMO level: -8.244 eV
* Kohn-Sham gap: 9.08 eV

=====

*iv*
An isolated molecule of C4H11N3, computed with ωB97M-V/def2-TZVPD.

```
18
C4H11N3 ωB97M-V/def2-TZVPD
N -0.95 -0.85 1.56
C -0.66 -2.03 0.85
N 0.34 -2.21 0.05
C 1.13 -1.12 -0.52
C 0.57 0.20 -1.07
C 0.44 1.60 -0.44
N -0.82 1.76 0.32
H -1.91 -0.52 1.60
H -0.37 -0.05 1.42
H -1.41 -2.78 1.01
H 2.09 -0.86 0.02
H 1.39 -1.75 -1.40
H -0.45 0.07 -1.44
H 1.37 0.45 -1.92
H 0.61 2.39 -1.15
H 1.20 1.83 0.30
H -1.60 1.39 -0.21
H -0.95 2.47 1.02
```

* structure (SMILES): N/C=N\CCCN
* lowest unoccupied orbital energy: 0.0344 hartree
* HOMO level: -8.644 eV
* Kohn-Sham gap: 9.58 eV

=====

Here are the energies relative to the best structure, in kJ/mol: *i* 525.4; *ii* 55.8; *iii* 0.0; *iv* 63.6.

=====

*i*
A 2-piece molecular cluster, C4H8O3 overall, computed with ωB97M-V/def2-TZVPD.

```
15
C4H8O3 ωB97M-V/def2-TZVPD
O -0.19 -1.19 3.10
C 0.26 -0.07 2.95
O 0.41 0.63 1.84
C 0.09 0.28 0.47
C -0.42 -0.88 0.00
O -0.76 -1.94 0.72
H 0.62 0.48 3.82
H 0.54 1.04 -0.14
H -0.61 -1.02 -1.07
H -0.57 -1.74 1.70
C 0.13 0.88 -2.68
H 1.00 0.28 -2.44
H 0.46 1.88 -2.98
H -0.44 0.40 -3.48
H -0.52 0.98 -1.81
```

* structure (SMILES): O=CO/C=C\O.C
* lowest unoccupied orbital energy: 0.0291 hartree
* HOMO level: -8.879 eV
* Kohn-Sham gap: 9.67 eV

=====

*ii*
An isolated molecule of C4H8O3, computed with ωB97M-V/def2-TZVPD.

```
15
C4H8O3 ωB97M-V/def2-TZVPD
O -1.97 -1.75 -1.28
C -1.68 -0.56 -1.12
O -1.85 0.15 -2.22
C -0.91 0.13 0.07
C 0.53 -0.37 0.19
C 1.14 0.41 1.33
O 2.56 0.28 1.28
H -1.97 -0.29 -3.16
H -0.97 1.23 -0.01
H -1.39 -0.33 0.93
H 1.14 0.00 -0.68
H 0.63 -1.46 0.37
H 1.00 0.03 2.41
H 0.84 1.53 1.11
H 2.90 0.99 0.77
```

* structure (SMILES): O=C(O)CCCO
* lowest unoccupied orbital energy: 0.0226 hartree
* HOMO level: -10.106 eV
* Kohn-Sham gap: 10.72 eV

=====

*iii*
C4H8O3 as an isolated structure, computed with ωB97M-V/def2-TZVPD.

```
15
C4H8O3 ωB97M-V/def2-TZVPD
O -0.64 1.18 -0.78
C -1.73 0.27 -0.77
C -1.17 -1.00 -0.10
C 0.36 -0.62 -0.10
O 1.11 -1.14 -0.87
C 1.52 0.58 1.05
O 2.69 0.45 0.34
H -0.15 1.18 0.09
H -1.99 0.10 -1.83
H -2.62 0.68 -0.28
H -1.34 -1.91 -0.70
H -1.59 -1.19 0.89
H 1.48 1.68 1.30
H 1.51 0.06 2.01
H 2.56 -0.32 -0.24
```

* lowest unoccupied orbital energy: 0.0292 hartree
* HOMO level: -9.227 eV
* Kohn-Sham gap: 10.02 eV

=====

*iv*
An isolated molecule of C4H8O3, computed with ωB97M-V/def2-TZVPD.

```
15
C4H8O3 ωB97M-V/def2-TZVPD
C 2.49 -0.09 0.53
O 1.13 0.33 0.68
C 0.20 -0.51 0.21
O 0.45 -1.59 -0.30
C -1.20 0.06 0.33
C -1.49 0.92 -0.89
O -2.15 -0.97 0.46
H 2.65 -1.06 1.01
H 3.08 0.68 1.03
H 2.76 -0.16 -0.52
H -1.25 0.66 1.25
H -0.89 1.84 -0.92
H -2.55 1.19 -0.88
H -1.29 0.34 -1.80
H -1.95 -1.66 -0.18
```

* structure (SMILES): COC(=O)[C@@H](C)O
* lowest unoccupied orbital energy: 0.0309 hartree
* HOMO level: -10.461 eV
* Kohn-Sham gap: 11.30 eV

=====

Here are the energies relative to the best structure, in kJ/mol: *i* 133.4; *ii* 115.0; *iii* 316.0; *iv* 0.0.